--- one ---
The molecule C3H4N2. Source: the Open Molecules 2025 dataset; level of theory: wB97M-V/def2-TZVPD.

The calculation puts the gap between HOMO and LUMO at 10.35 eV. Its HOMO energy is -9.69 eV. The structure (SMILES) is C1=NN=CC1. As for the charge: 0.

Last column: Löwdin charge in e.
Cartesian coordinates (Å):
C: 0.599 0.378 0.063  -0.13
C: 0.315 -1.076 -0.050  -0.15
C: -0.827 0.786 -0.040  -0.19
H: 1.225 0.444 0.858  0.08
H: 1.131 1.005 -0.708  0.14
H: 0.959 -1.986 -0.028  0.12
H: -0.837 1.822 -0.147  0.09
N: -0.933 -1.250 -0.034  -0.01
N: -1.632 -0.122 0.085  0.03


--- two ---
The molecule C3H4N2. Source: the Open Molecules 2025 dataset; level of theory: wB97M-V/def2-TZVPD.

The calculation puts the gap between HOMO and LUMO (alpha / beta) at 6.90 / 8.33 eV. Its HOMO energy (alpha / beta) is -7.67 / -8.43 eV. As for the charge: 0.

Last column: Löwdin charge in e.
Cartesian coordinates (Å):
C: -3.245 0.285 0.355  0.11
C: -0.234 0.169 0.407  -0.09
C: 1.164 0.226 -0.044  -0.15
N: -2.348 -0.244 -0.290  -0.10
N: -1.117 -0.304 -0.418  -0.03
H: -4.234 0.240 0.157  0.00
H: 1.614 -0.768 -0.112  0.06
H: 1.887 0.707 0.734  0.09
H: 1.157 0.873 -1.035  0.12


The winner here is one, beating the second structure by 343.1 kJ/mol.


--- one ---
A structure of composition C3H4N2. Source: the Open Molecules 2025 dataset; level of theory: wB97M-V/def2-TZVPD.

The calculation puts the gap between HOMO and LUMO at 9.84 eV. Its HOMO energy is -9.90 eV. As for the charge: 0.

Last column: Löwdin charge in e.
Cartesian coordinates (Å):
N: 2.111 0.720 -0.544  0.19
C: 1.762 -0.348 -0.154  -0.07
C: 0.347 0.242 -0.069  -0.45
C: -0.970 -0.354 -0.282  -0.11
N: -0.554 0.178 1.043  0.04
H: 0.449 1.266 -0.469  0.11
H: -1.664 0.292 -0.818  0.10
H: -1.128 -1.420 -0.401  0.11
H: -0.354 -0.575 1.695  0.09


--- two ---
The molecule C3H4N2. Source: the Open Molecules 2025 dataset; level of theory: wB97M-V/def2-TZVPD.

The calculation puts the gap between HOMO and LUMO at 9.01 eV. Its HOMO energy is -9.22 eV. As for the charge: 0.

Last column: Löwdin charge in e.
Cartesian coordinates (Å):
N: -3.006 -0.257 0.526  0.13
C: -2.054 -0.606 -0.049  -0.27
C: -0.830 -0.396 -0.753  -0.07
C: 1.222 0.493 -0.140  -0.08
N: 0.232 -0.569 0.005  -0.10
H: 0.894 1.046 -1.019  0.08
H: 2.257 0.174 -0.230  0.08
H: 1.087 1.133 0.738  0.09
H: 0.197 -1.017 0.922  0.14


The winner here is two, beating the second structure by 160.4 kJ/mol.


--- one ---
A structure of composition C3H12O3S. Source: the Open Molecules 2025 dataset; level of theory: wB97M-V/def2-TZVPD.

The calculation puts the gap between HOMO and LUMO at 9.60 eV. Its HOMO energy is -9.07 eV. As for the charge: 0.

Last column: Löwdin charge in e.
Cartesian coordinates (Å):
C: -1.314 -0.194 -0.629  -0.42
O: -1.869 0.959 -0.080  -0.15
C: 0.071 0.237 -1.235  -0.26
C: 1.150 -0.776 -0.907  -0.54
S: 2.835 -0.144 -1.461  0.67
H: -1.906 -0.642 -1.460  0.13
H: -1.179 -1.122 -0.021  0.13
H: -0.968 0.384 0.500  0.11
H: 0.339 1.197 -0.743  0.11
H: -0.020 0.477 -2.322  0.12
H: 1.248 -0.840 0.198  0.06
H: 0.991 -1.779 -1.351  0.08
H: 3.359 -0.422 -0.271  -0.17
H: -1.314 0.235 2.316  0.05
H: 0.100 1.061 1.935  0.09
O: -0.323 0.194 1.943  -0.07
H: -2.292 -0.027 1.883  -0.01
H: -3.642 0.062 2.388  0.10
O: -2.750 -0.166 2.721  -0.02


--- two ---
A cluster of 3 separate species, C3H12O3S in total. Source: the Open Molecules 2025 dataset; level of theory: wB97M-V/def2-TZVPD.

The calculation puts the gap between HOMO and LUMO at 9.48 eV. Its HOMO energy is -8.90 eV. The structure (SMILES) is OCCCS.O.O. As for the charge: 0.

Last column: Löwdin charge in e.
Cartesian coordinates (Å):
C: -0.796 -0.335 -0.219  -0.27
O: -2.223 -0.272 -0.314  -0.07
C: -0.242 1.053 -0.347  -0.28
C: -0.599 1.933 0.854  -0.57
S: 0.176 3.586 0.761  0.68
H: -0.494 -0.784 0.731  0.12
H: -0.435 -0.962 -1.027  0.10
H: -2.627 -0.846 0.339  0.08
H: 0.838 1.004 -0.475  0.10
H: -0.641 1.564 -1.234  0.12
H: -0.349 1.437 1.789  0.07
H: -1.664 2.147 0.849  0.06
H: 1.426 3.177 0.976  -0.16
H: 1.649 0.251 -2.986  0.04
H: 1.664 -1.130 -3.637  0.04
O: 1.501 -0.686 -2.795  -0.06
H: 1.085 -4.123 1.599  0.03
H: 0.464 -3.530 2.834  0.03
O: 1.266 -3.485 2.300  -0.06


--- three ---
A cluster of 3 separate species, C3H12O3S in total. Source: the Open Molecules 2025 dataset; level of theory: wB97M-V/def2-TZVPD.

The calculation puts the gap between HOMO and LUMO at 8.86 eV. Its HOMO energy is -8.52 eV. The structure (SMILES) is OCCCS.O.O. As for the charge: 0.

Last column: Löwdin charge in e.
Cartesian coordinates (Å):
C: -0.521 0.820 -0.490  -0.30
O: -0.100 -0.506 -0.293  -0.07
C: 0.535 1.824 -0.010  -0.26
C: 1.502 1.299 1.029  -0.53
S: 2.970 0.396 0.289  0.67
H: -0.777 1.093 -1.526  0.10
H: -1.477 1.038 0.003  0.11
H: -0.621 -1.042 -0.907  0.06
H: 1.071 2.274 -0.846  0.10
H: -0.015 2.635 0.473  0.11
H: 1.064 0.761 1.862  0.08
H: 2.017 2.178 1.426  0.06
H: 3.620 0.350 1.447  -0.17
H: -2.130 -0.455 -2.618  0.04
H: -3.252 -1.471 -2.502  0.06
O: -2.557 -1.029 -1.964  -0.06
H: -3.755 -1.644 1.491  0.03
H: -4.401 -2.956 1.031  0.03
O: -3.570 -2.578 1.352  -0.06


The winner here is two, beating the second structure by 39.8 kJ/mol.


--- one ---
A cluster of 2 separate species, H4N2O2S2 in total. Source: the Open Molecules 2025 dataset; level of theory: wB97M-V/def2-TZVPD.

The calculation puts the gap between HOMO and LUMO (alpha / beta) at 8.89 / 8.24 eV. Its multiplicity is 3. Its HOMO energy (alpha / beta) is -9.08 / -10.48 eV. As for the charge: 0. Its expectation value of S² is 2.03.

Last column: Löwdin charge in e.
Cartesian coordinates (Å):
N: -2.138 1.300 0.518  -0.04
N: 1.802 -2.270 -0.944  -0.29
O: 2.517 1.346 -1.014  -0.62
O: 0.285 -1.770 1.041  -0.51
S: 1.892 0.860 0.250  0.74
S: 0.844 -1.307 -0.267  0.61
H: -2.110 1.353 1.558  0.01
H: -2.788 2.078 0.317  0.00
H: -2.615 0.337 0.336  0.05
H: 2.310 -1.927 -1.796  0.04


--- two ---
A structure of composition H4N2O2S2. Source: the Open Molecules 2025 dataset; level of theory: wB97M-V/def2-TZVPD.

The calculation puts the gap between HOMO and LUMO (alpha / beta) at 6.27 / 6.53 eV. Its multiplicity is 3. Its HOMO energy (alpha / beta) is -7.02 / -9.27 eV. As for the charge: 0. Its expectation value of S² is 2.04.

Last column: Löwdin charge in e.
Cartesian coordinates (Å):
N: 1.388 1.125 -0.371  -0.14
N: 0.308 -1.775 0.259  -0.19
O: -1.422 2.232 -0.136  -0.57
O: -2.305 -1.297 0.285  -0.50
S: -0.713 1.207 0.606  0.76
S: -1.064 -0.970 -0.389  0.72
H: 1.420 2.093 -0.198  -0.07
H: 1.200 0.908 -1.331  -0.04
H: 1.076 -1.170 0.220  -0.02
H: 0.112 -2.354 1.055  0.06


The winner here is one, beating the second structure by 192.2 kJ/mol.


--- one ---
The molecule C8H12N2. Source: the Open Molecules 2025 dataset; level of theory: wB97M-V/def2-TZVPD.

The calculation puts the gap between HOMO and LUMO at 7.45 eV. Its HOMO energy is -7.18 eV. The structure (SMILES) is C=c1cn/c(=C(/C)CC)[nH]1. As for the charge: 0.

Last column: Löwdin charge in e.
Cartesian coordinates (Å):
C: -1.265 -1.056 1.936  -0.05
C: 0.029 -1.786 1.900  -0.33
C: 0.002 -0.060 0.537  -0.29
C: 0.506 -2.789 2.620  0.05
C: 0.331 0.816 -0.492  -0.23
C: 1.670 0.794 -1.110  -0.06
C: -1.234 1.511 -2.330  -0.08
C: -0.653 1.834 -0.944  -0.22
N: -1.270 -0.069 1.134  0.13
N: 0.786 -1.092 0.998  0.12
H: -2.213 -1.176 2.402  0.11
H: 1.359 -3.329 2.372  0.03
H: 0.043 -3.218 3.559  0.08
H: 2.068 -0.073 -1.551  0.06
H: 1.812 1.406 -1.894  0.04
H: 2.531 0.936 -0.370  0.12
H: -0.730 1.986 -3.029  0.01
H: -1.211 0.420 -2.336  0.09
H: -2.251 1.894 -2.340  0.08
H: -1.534 1.702 -0.221  0.12
H: -0.140 2.749 -1.124  0.10
H: 1.366 -1.399 0.284  0.13


--- two ---
A cluster of 2 separate species, C8H12N2 in total. Source: the Open Molecules 2025 dataset; level of theory: wB97M-V/def2-TZVPD.

The calculation puts the gap between HOMO and LUMO (alpha / beta) at 8.25 / 8.25 eV. Its HOMO energy (alpha / beta) is -10.07 / -10.07 eV. As for the charge: 0.

Last column: Löwdin charge in e.
Cartesian coordinates (Å):
C: 2.348 -0.438 0.749  -0.18
C: 0.919 1.255 -0.512  -0.44
C: 0.136 1.657 0.759  -0.13
C: -0.904 0.541 0.997  -0.10
C: 0.602 -0.147 -0.936  0.13
C: -0.572 -0.606 -0.102  -0.55
C: -0.379 -1.944 0.576  -0.06
C: -1.687 -0.548 -1.188  -0.03
N: 3.343 -0.362 1.300  -0.01
N: 1.735 2.075 -1.035  0.17
H: 0.962 1.925 1.406  0.11
H: -0.407 2.623 0.543  0.13
H: -0.624 0.192 2.011  0.12
H: -1.952 0.776 0.917  0.10
H: 0.936 -0.766 -1.795  0.15
H: 0.492 -1.818 1.334  0.09
H: 0.074 -2.710 -0.034  0.08
H: -1.280 -2.232 1.062  0.07
H: -1.578 -1.146 -2.037  0.06
H: -1.664 0.499 -1.531  0.09
H: -2.738 -0.583 -0.654  0.14
H: 2.236 1.756 -1.827  0.05


The winner here is one, beating the second structure by 191.3 kJ/mol.


--- one ---
A structure of composition BrH14O7. Source: the Open Molecules 2025 dataset; level of theory: wB97M-V/def2-TZVPD.

The calculation puts the gap between HOMO and LUMO at 9.30 eV. Its HOMO energy is -5.89 eV. As for the charge: -1.

Last column: Löwdin charge in e.
Cartesian coordinates (Å):
Br: -0.099 -0.295 0.212  1.05
O: 1.638 1.683 -0.391  -0.12
H: 1.201 2.505 -0.169  0.04
H: 0.945 1.023 -0.345  -0.19
O: -2.052 1.506 0.064  -0.16
H: -1.230 1.156 0.408  -0.14
H: -2.616 0.740 -0.036  -0.06
O: 2.335 -1.225 -0.017  -0.14
H: 1.559 -0.781 -0.358  -0.15
H: 2.081 -2.147 0.035  0.02
O: 0.235 1.808 1.758  -0.14
H: 0.296 1.071 1.150  -0.21
H: 0.043 1.405 2.605  0.04
O: -0.100 -0.245 -2.556  -0.11
H: 0.541 0.251 -3.065  0.03
H: 0.174 -0.130 -1.646  -0.15
O: 0.314 -2.410 1.695  -0.16
H: 0.299 -1.583 1.213  -0.25
H: 1.227 -2.516 1.961  0.01
O: -2.604 -0.414 -0.820  -0.13
H: -2.424 -1.246 -1.257  0.06
H: -1.764 -0.155 -0.440  -0.16


--- two ---
A cluster of 8 separate species, BrH14O7 in total. Source: the Open Molecules 2025 dataset; level of theory: wB97M-V/def2-TZVPD.

The calculation puts the gap between HOMO and LUMO at 9.15 eV. Its HOMO energy is -6.00 eV. As for the charge: -1.

Last column: Löwdin charge in e.
Cartesian coordinates (Å):
Br: 9.348 -28.872 -17.426  0.23
O: 8.328 -30.892 -14.364  -0.09
H: 8.809 -30.322 -13.752  0.03
H: 8.623 -30.517 -15.221  -0.03
O: 6.771 -28.209 -15.155  -0.06
H: 6.949 -28.762 -15.894  -0.06
H: 6.272 -27.511 -15.525  0.01
O: 8.413 -26.152 -16.452  -0.17
H: 8.646 -27.081 -16.624  -0.19
H: 9.276 -25.736 -16.183  0.04
O: 12.505 -27.472 -18.169  -0.11
H: 12.582 -27.459 -17.193  0.03
H: 11.654 -27.857 -18.395  -0.06
O: 11.379 -28.551 -14.801  -0.10
H: 11.953 -29.216 -14.430  0.01
H: 10.978 -28.997 -15.566  -0.09
O: 7.270 -27.850 -19.695  -0.08
H: 8.112 -28.197 -19.432  -0.10
H: 6.625 -28.221 -19.144  -0.02
O: 6.404 -30.358 -17.414  -0.13
H: 7.371 -30.292 -17.598  -0.08
H: 6.190 -31.123 -16.857  0.04


The winner here is two, beating the second structure by 654.9 kJ/mol.


--- one ---
The molecule C4H3FO. Source: the Open Molecules 2025 dataset; level of theory: wB97M-V/def2-TZVPD.

The calculation puts the gap between HOMO and LUMO at 9.86 eV. Its HOMO energy is -9.41 eV. The structure (SMILES) is O=C1C=C[C@@H]1F. As for the charge: 0.

Last column: Löwdin charge in e.
Cartesian coordinates (Å):
C: -0.351 0.945 0.547  0.02
C: -0.939 -0.173 0.112  -0.01
C: 1.010 0.666 -0.024  -0.30
C: 0.234 -0.898 -0.511  -0.16
O: 1.988 1.186 -0.240  0.18
F: 0.752 -1.863 0.331  -0.02
H: -0.780 1.736 1.138  0.10
H: -1.940 -0.346 0.136  0.08
H: 0.027 -1.253 -1.491  0.11


--- two ---
The molecule C4H3FO. Source: the Open Molecules 2025 dataset; level of theory: wB97M-V/def2-TZVPD.

The calculation puts the gap between HOMO and LUMO at 9.94 eV. Its HOMO energy is -8.88 eV. The structure (SMILES) is Fc1ccco1. As for the charge: 0.

Last column: Löwdin charge in e.
Cartesian coordinates (Å):
C: -1.193 -0.242 -0.020  -0.33
C: -0.444 0.877 -0.028  -0.03
C: 0.926 0.469 -0.002  -0.06
C: 0.915 -0.895 -0.014  -0.11
H: -0.798 1.911 0.073  0.12
H: 1.805 1.103 -0.020  0.11
H: 1.677 -1.601 0.021  0.10
O: -0.373 -1.343 -0.004  0.07
F: -2.515 -0.281 -0.005  0.13


The winner here is two, beating the second structure by 141.6 kJ/mol.


--- one ---
A cluster of 3 separate species, C5H6O2S in total. Source: the Open Molecules 2025 dataset; level of theory: wB97M-V/def2-TZVPD.

The calculation puts the gap between HOMO and LUMO at 8.82 eV. Its HOMO energy is -9.26 eV. As for the charge: 0.

Last column: Löwdin charge in e.
Cartesian coordinates (Å):
C: 1.175 -0.122 -1.821  -0.13
C: 0.215 0.263 -0.691  -0.78
C: -0.663 -0.690 -0.269  -0.21
C: -1.351 -0.326 0.900  -0.20
C: 0.257 1.192 1.981  -0.70
H: 1.222 -1.707 -1.589  0.19
H: 2.283 0.369 -1.779  0.08
H: 0.230 0.171 -3.153  0.21
H: -0.363 -1.933 -0.522  0.18
H: -1.762 -1.309 1.303  0.15
H: -2.014 0.515 0.460  0.15
O: -0.582 0.260 2.068  -0.01
O: 0.988 1.613 2.926  0.02
S: 0.366 1.704 0.185  1.04


--- two ---
The molecule C5H6O2S. Source: the Open Molecules 2025 dataset; level of theory: wB97M-V/def2-TZVPD.

The calculation puts the gap between HOMO and LUMO at 9.85 eV. Its HOMO energy is -9.44 eV. The structure (SMILES) is C[C@H]1C=COC(=O)S1. As for the charge: 0.

Last column: Löwdin charge in e.
Cartesian coordinates (Å):
C: -1.054 -0.806 1.136  -0.06
C: -0.731 -0.624 -0.451  -0.52
C: 2.102 -0.298 -0.091  -0.69
C: 0.465 1.573 -0.466  -0.06
C: -0.691 0.827 -0.753  -0.11
H: -1.101 -1.836 1.296  0.04
H: -2.137 -0.555 1.011  0.09
H: -0.494 -0.148 1.812  0.09
H: -1.443 -1.156 -1.134  0.11
H: 0.733 2.560 -0.645  0.10
H: -1.561 1.297 -1.091  0.08
O: 3.219 -0.469 0.450  0.03
O: 1.713 1.042 -0.085  -0.05
S: 0.981 -1.405 -0.989  0.96


The winner here is two, beating the second structure by 511.2 kJ/mol.